The following is a DFT calculation (wB97M-V/def2-TZVPD) of a 11-piece molecular cluster, C20H50N10O20S overall at a distorted geometry.

Last column: Löwdin charge in e.
Element x y z (Å)
C1 30.28 -23.70 19.33  0.0363
N1 29.62 -24.90 19.96  -0.3994
O1 28.41 -25.01 19.77  0.0311
O2 30.33 -25.77 20.49  0.0419
H1 29.58 -22.89 19.15  0.1001
H2 30.64 -24.07 18.36  0.0554
H3 31.09 -23.35 19.97  0.0898
C2 28.33 -27.79 18.36  0.0614
N2 29.12 -27.12 17.25  -0.3602
O3 28.97 -27.58 16.11  0.0427
O4 29.86 -26.13 17.45  0.0144
H4 27.64 -27.07 18.79  0.0874
H5 29.04 -28.01 19.15  0.0943
H6 27.95 -28.74 17.97  0.0982
C3 26.67 -26.14 14.33  0.0356
N3 25.31 -25.81 13.80  -0.4018
O5 24.85 -24.67 14.04  0.0342
O6 24.65 -26.69 13.26  0.0586
H7 26.71 -26.36 15.40  0.0909
H8 27.23 -25.22 14.20  0.0607
H9 27.08 -26.98 13.78  0.0996
C4 33.49 -20.61 10.47  0.0481
N4 33.03 -21.57 11.55  -0.3919
O7 32.35 -22.55 11.19  0.0597
O8 33.52 -21.41 12.66  0.0317
H10 34.55 -20.38 10.61  0.0969
H11 32.89 -19.71 10.53  0.0688
H12 33.43 -21.10 9.50  0.0948
C5 31.84 -16.11 12.99  0.0478
N5 32.10 -17.44 12.35  -0.3777
O9 31.23 -18.27 12.37  0.0727
O10 33.28 -17.71 11.96  0.0151
H13 31.61 -15.29 12.31  0.1035
H14 32.65 -15.83 13.67  0.0867
H15 30.91 -16.12 13.56  0.0981
C6 32.96 -24.45 16.51  0.0345
N6 33.85 -25.11 17.49  -0.4050
O11 34.40 -26.17 17.05  0.0276
O12 33.97 -24.55 18.54  0.0785
H16 31.91 -24.52 16.77  0.0760
H17 33.07 -25.09 15.63  0.0733
H18 33.40 -23.46 16.36  0.0979
O13 29.14 -23.75 16.01  -0.2461
S1 28.64 -22.58 15.32  0.7052
O14 27.30 -22.67 14.73  -0.2385
O15 28.84 -21.18 16.13  -0.1957
C7 30.14 -20.68 16.07  -0.1688
C8 30.50 -21.10 14.63  -0.2186
O16 29.78 -22.17 14.22  -0.1909
H19 30.03 -19.62 16.26  0.1317
H20 30.74 -21.15 16.85  0.1019
H21 31.57 -21.16 14.48  0.1165
H22 30.21 -20.30 13.94  0.1136
C9 34.22 -19.90 20.73  -0.0353
N7 33.15 -20.47 19.88  -0.1654
C10 31.96 -19.59 19.72  -0.0235
C11 33.31 -21.55 19.14  -0.3453
O17 32.43 -21.92 18.37  -0.0426
H23 34.58 -19.06 20.15  0.0851
H24 34.99 -20.57 21.11  0.0920
H25 33.75 -19.41 21.59  0.0814
H26 31.50 -19.48 20.70  0.0883
H27 32.22 -18.60 19.35  0.0795
H28 31.23 -20.03 19.05  0.0749
H29 34.32 -21.95 19.32  0.1402
C12 31.38 -25.19 13.44  -0.0848
N8 30.75 -25.99 12.47  -0.1851
C13 31.67 -26.96 11.80  -0.0042
C14 29.54 -25.73 12.03  -0.3727
O18 29.04 -26.34 11.11  0.0142
H30 30.97 -24.18 13.38  0.0773
H31 32.44 -25.12 13.19  0.0870
H32 31.36 -25.68 14.41  0.0832
H33 31.22 -27.79 11.26  0.0841
H34 32.26 -26.38 11.09  0.0943
H35 32.16 -27.45 12.64  0.0893
H36 29.06 -24.97 12.66  0.1293
C15 27.66 -18.04 12.64  -0.0587
N9 26.48 -18.87 12.23  -0.1655
C16 26.90 -20.23 11.86  -0.0086
C17 25.30 -18.30 12.00  -0.3654
O19 24.34 -18.88 11.51  0.0007
H37 27.99 -18.29 13.65  0.0798
H38 27.32 -17.02 12.79  0.0704
H39 28.51 -17.92 11.97  0.0705
H40 27.21 -20.63 12.82  0.0725
H41 26.13 -20.84 11.37  0.0971
H42 27.80 -20.16 11.24  0.0831
H43 25.21 -17.25 12.35  0.1296
C18 35.39 -18.09 14.73  -0.0735
N10 34.44 -18.68 15.63  -0.1671
C19 34.56 -20.17 15.76  -0.0125
C20 33.35 -17.95 16.00  -0.2792
O20 32.45 -18.49 16.67  -0.0385
H44 36.20 -18.70 14.32  0.0956
H45 35.85 -17.29 15.31  0.0904
H46 34.90 -17.74 13.82  0.0626
H47 35.35 -20.60 16.38  0.0940
H48 33.59 -20.49 16.12  0.0623
H49 34.63 -20.57 14.76  0.0672
H50 33.40 -16.87 15.79  0.1333

Summary:
SMILES: C[N+](=O)[O-].C[N+](=O)[O-].C[N+](=O)[O-].C[N+](=O)[O-].C[N+](=O)[O-].C[N+](=O)[O-].O=S1(=O)OCCO1.CN(C)C=O.CN(C)C=O.CN(C)C=O.CN(C)C=O
total charge: 0
E_HOMO: -8.86 eV
electronic energy: -3241.9051 hartree
2S+1: 1
frontier orbital gap: 7.5 eV
molecular weight: 782.7 g/mol